1.
154
Properties=species:S:1:pos:R:3:forces:R:3:lowdin_charge:R:1 method="wB97M-V/def2-TZVPD" homo_energy_ev=-9.9219 largest_force_ev_per_a=2.53 energy_ha=-7793.4185
Cl -5.915 3.177 1.070 -0.5 -0.1 0.0 0.552
Cl -0.031 -0.899 6.789 0.7 0.3 0.0 0.642
Cl -4.330 2.397 -1.321 0.0 -0.2 0.1 0.546
Cl -2.052 3.445 4.665 0.6 0.2 0.0 0.601
Cl 1.055 1.700 6.070 0.2 0.3 -0.2 0.561
Cl 0.557 -7.040 0.654 0.1 0.4 -0.1 0.504
Cl -3.658 -3.225 0.676 -0.5 -0.2 -0.3 0.529
Cl -3.217 5.740 3.121 0.3 -0.2 0.2 0.525
Cl -5.670 -1.202 1.228 -0.4 0.0 0.1 0.579
Cl -1.644 -5.701 1.993 0.3 0.4 -0.1 0.487
O -2.972 -0.201 4.748 -0.3 0.1 0.2 -0.017
O -2.368 -2.374 4.763 -0.2 0.0 -0.5 0.101
O 6.357 4.660 2.250 0.3 -0.2 0.7 0.034
O 3.083 -1.469 4.627 -0.2 0.1 -0.1 -0.012
O -2.515 5.580 -1.499 0.2 -0.2 0.1 0.010
O -4.449 -1.752 -3.018 -0.2 0.1 0.3 0.082
O 4.821 3.290 2.840 0.3 -0.7 0.6 0.024
O 4.130 -4.839 -0.935 0.0 -0.7 -0.6 0.013
O -0.797 -0.602 -5.584 0.1 -0.6 -0.5 0.047
O -1.596 2.071 1.167 0.1 -0.4 -1.0 0.070
O -0.196 -2.534 -6.281 -0.3 -0.4 -0.2 0.025
O -4.765 -2.557 -5.075 0.3 -0.4 -0.7 -0.007
O -4.125 6.219 -2.712 -0.5 0.2 -0.1 -0.008
O 3.396 -1.916 2.437 0.4 0.7 0.3 0.066
O 4.066 -2.301 -4.645 -0.7 0.0 0.1 0.105
O -0.458 0.173 0.663 0.6 -1.1 -0.4 0.008
O 4.352 4.767 1.212 0.0 0.2 0.4 0.129
O -0.145 -2.107 -4.054 0.5 0.0 -0.4 0.082
O -2.138 5.778 -3.725 0.1 0.2 -0.4 0.143
O 4.029 -2.128 -2.403 0.9 -0.8 0.5 -0.010
O 2.583 -3.787 0.327 0.0 -0.7 -0.6 0.070
C 4.492 -2.598 -3.559 1.3 0.5 -0.6 -0.534
C 4.438 -1.032 4.825 0.4 -0.2 0.0 -0.215
C 3.538 2.703 2.795 -1.4 0.0 0.9 -0.051
C 2.941 -1.241 -2.374 -1.2 1.2 0.4 -0.215
C 3.108 -5.295 -1.825 -1.0 0.0 -0.8 -0.210
C -0.938 0.441 -4.636 -0.3 1.3 0.5 -0.193
C 4.441 0.157 5.775 0.1 -1.0 -0.5 -0.065
C -2.899 -1.327 6.824 -0.1 0.1 0.9 -0.055
C -1.248 4.967 -1.245 0.8 -0.1 0.3 -0.208
C -6.672 -2.575 -6.479 0.3 0.6 0.1 -0.059
C -4.549 3.522 0.026 0.5 0.6 0.1 -1.039
C -2.836 5.873 -2.759 -0.4 -0.5 0.6 -0.614
C 4.879 -3.462 0.839 0.4 -0.3 -0.7 0.022
C 2.689 -1.873 3.407 -0.3 -0.5 0.1 -0.511
C -6.087 -2.007 -5.198 -0.1 -0.4 0.7 -0.208
C -2.728 -1.381 5.334 0.3 -0.4 0.4 -0.586
C -3.162 -0.176 3.334 -0.5 0.3 -1.1 -0.220
C 2.869 -0.622 -0.953 -0.4 -1.4 -1.1 -0.040
C 6.481 7.072 2.585 -1.0 -0.9 0.0 -0.056
C 5.753 -3.450 -3.424 -0.2 0.3 0.2 0.020
C -3.250 4.714 4.571 -1.3 0.1 0.1 -1.017
C 3.727 -5.773 -3.103 0.5 -0.6 -0.8 -0.068
C -4.061 -2.389 -3.965 0.4 -0.3 0.2 -0.530
C -4.737 6.570 -3.947 0.0 0.2 -0.6 -0.042
C -2.370 0.528 -4.104 0.0 -0.5 -1.1 -0.043
C -2.715 -3.073 -4.034 -0.1 -0.5 0.4 0.046
C 5.093 4.315 2.050 -0.3 0.1 -1.5 -0.612
C -4.764 -2.023 -0.056 0.6 0.6 1.0 -0.961
C 0.524 -3.748 -6.127 0.4 -0.9 -0.6 -0.026
C -0.291 0.853 6.823 0.1 -0.1 0.1 -0.976
C 3.733 -4.063 0.058 -0.2 1.1 1.6 -0.532
C -0.361 -5.512 0.769 -0.4 -0.5 -0.2 -0.999
C -4.039 1.026 2.973 0.6 -0.2 0.2 -0.122
C -1.337 -0.265 -0.386 0.1 -0.3 -0.2 -0.177
C 6.879 5.877 1.729 0.8 0.5 -0.5 -0.217
C -0.203 5.982 -0.805 0.1 -0.2 0.5 -0.052
C -0.912 -1.614 -0.934 0.0 0.2 -0.4 -0.048
C -0.371 -1.799 -5.202 1.1 1.0 1.1 -0.644
C 1.253 -2.308 3.319 -0.1 0.0 -0.6 0.047
C 0.113 1.339 2.618 1.0 -0.3 -0.3 0.011
C -0.709 1.261 1.341 -0.6 1.2 2.1 -0.549
H -2.137 -2.921 -3.124 -0.3 0.4 -0.3 0.063
H -0.340 1.190 7.853 -0.1 -0.1 0.0 0.036
H -0.210 0.463 -3.824 0.2 -0.7 -0.2 0.120
H 5.455 -4.441 -3.078 1.2 0.8 0.3 0.037
H 7.962 5.749 1.759 0.0 -0.2 0.2 0.120
H -5.085 0.865 3.228 0.0 -0.1 0.1 0.061
H -2.140 -2.737 -4.894 -0.7 -0.2 0.1 0.070
H 2.506 -6.108 -1.419 0.1 0.2 0.6 0.099
H 0.425 -4.246 -5.169 0.0 0.5 0.4 0.092
H -4.160 7.362 -4.420 0.0 -0.1 -0.2 0.097
H 3.898 -0.397 -0.686 -0.2 0.5 0.3 0.082
H -4.080 -1.270 -0.425 -0.5 -0.1 -0.7 -0.018
H 3.795 0.938 5.387 0.1 0.2 0.2 0.022
H -6.391 -3.621 -6.590 0.0 0.0 0.1 0.080
H -6.261 -2.004 -7.311 -0.2 -0.2 -0.2 0.078
H -3.907 -1.546 7.175 -0.2 0.0 -0.5 0.093
H -4.217 4.219 4.565 0.0 0.0 -0.1 0.020
H 0.709 -2.437 4.248 0.0 0.3 0.0 0.065
H -4.673 4.506 -0.414 -0.1 0.0 0.1 0.014
H -1.300 0.504 -1.157 -0.5 0.0 0.0 0.120
H 0.716 2.242 2.711 -0.4 0.3 -0.2 0.071
H 2.455 -4.456 -2.071 -0.1 0.0 0.3 0.122
H -5.508 -2.397 -0.746 0.5 -0.4 -0.2 0.026
H -3.229 5.335 5.461 0.4 0.1 -0.1 0.030
H -3.969 1.201 1.901 -0.1 0.0 0.0 0.029
H 3.470 1.948 3.576 0.7 -0.2 -0.2 0.066
H -0.990 -2.400 -0.184 0.3 0.1 0.1 0.056
H 4.817 -2.387 0.659 0.1 -0.1 0.1 0.076
H -2.242 -2.054 7.297 -0.2 -0.1 -0.2 0.053
H 2.443 -1.357 -0.268 0.3 0.0 0.2 0.054
H 2.162 0.206 -0.978 0.4 0.4 0.1 0.071
H -0.503 6.407 0.154 0.0 0.2 -0.1 0.075
H -2.212 -0.149 2.794 0.1 0.2 0.4 0.104
H 4.291 -6.700 -2.969 0.4 0.3 0.2 0.094
H 5.477 0.485 5.858 -0.1 0.3 0.1 0.084
H -2.772 -4.162 -4.092 -0.5 0.0 -0.3 0.107
H -0.562 1.300 3.470 -0.1 0.0 0.0 0.041
H 3.035 -6.062 -3.895 -0.6 0.3 0.3 0.088
H 4.983 -1.866 5.275 -0.1 -0.1 0.1 0.123
H 3.059 -0.419 -3.086 0.2 -0.3 -0.2 0.126
H 0.029 6.783 -1.504 -0.3 -0.1 -0.2 0.080
H 0.843 0.533 2.687 -0.2 -0.2 0.0 0.068
H -3.676 3.505 0.674 0.1 -0.2 -0.3 -0.006
H -2.628 -0.356 7.241 -0.2 0.0 -0.2 0.056
H 0.045 -1.609 -1.452 0.2 0.0 0.4 0.062
H 4.956 -0.847 3.883 -0.4 0.2 -0.2 0.116
H 2.762 3.393 3.138 0.1 0.5 -0.4 0.095
H 4.341 -4.979 -3.532 -1.0 -1.2 -0.2 0.022
H 4.782 -3.621 1.909 -0.1 -0.1 -0.2 0.081
H -1.615 -1.867 -1.733 -0.1 0.1 0.3 0.046
H -6.006 -0.921 -5.148 -0.1 0.0 -0.2 0.126
H 6.183 -3.536 -4.417 0.0 0.0 0.0 0.095
H -3.671 1.922 3.473 -0.1 -0.1 -0.1 0.012
H -4.848 5.715 -4.614 0.4 -0.1 0.0 0.098
H -0.857 -5.360 -0.185 0.0 0.0 0.0 0.019
H 0.740 5.465 -0.612 0.0 -0.1 0.0 0.079
H -1.425 4.258 -0.436 -0.1 0.1 0.1 0.103
H -3.644 -1.080 2.961 0.0 -0.2 0.5 0.067
H 1.205 -3.215 2.715 0.3 -0.2 0.3 0.078
H 0.160 -4.479 -6.850 -0.3 0.4 -0.2 0.095
H 6.888 8.021 2.250 0.2 -0.1 0.0 0.079
H 4.088 -0.210 6.737 -0.1 0.4 0.1 0.079
H -2.588 -0.058 -3.214 0.2 0.3 0.2 0.052
H -0.711 1.314 -5.249 -0.2 0.1 0.1 0.127
H -7.758 -2.500 -6.467 0.0 0.1 -0.1 0.077
H 2.030 -1.783 -2.643 0.0 0.1 0.0 0.102
H 3.205 2.248 1.865 0.6 0.2 -0.3 0.099
H 1.566 -3.555 -6.380 0.1 0.0 0.3 0.100
H -0.879 4.357 -2.070 -0.4 0.3 -0.4 0.123
H -1.200 1.101 6.282 0.0 -0.1 0.0 -0.011
H -2.324 -0.423 0.052 -0.1 0.7 -0.1 0.099
H -2.958 0.064 -4.902 -0.3 0.2 0.1 0.084
H -2.694 1.565 -4.049 0.0 0.0 0.4 0.072
H 0.301 -4.677 0.972 0.1 -0.2 0.3 -0.002
H 6.732 6.846 3.622 0.3 0.3 0.0 0.081
H 6.487 -3.025 -2.743 -0.1 0.1 0.1 0.095
H 6.670 5.984 0.664 -0.6 0.0 0.1 0.124
H -5.748 6.931 -3.776 0.1 0.1 0.5 0.092
H 0.786 -1.601 2.628 -0.3 0.2 0.4 0.076
H -6.667 -2.323 -4.328 0.0 0.0 0.0 0.122
H 5.840 -3.833 0.486 0.0 -0.1 0.0 0.085
H 5.389 7.116 2.569 0.0 0.3 -0.1 0.077

***

2.
15
Properties=species:S:1:pos:R:3:forces:R:3:nbo_charge:R:1 method="wB97M-V/def2-TZVPD" homo_energy_ev="-4.2274 / -3.9819" relative_energy_kj_mol=174.8 largest_force_ev_per_a=4.93 smiles="O=NN(S)[C@@H](CS)C(=O)[O-]" energy_ha=-1248.8482 charge=-1
S -1.253 2.322 0.974 -2.0 1.2 0.3 0.279
S 1.910 -0.869 -1.517 1.0 -1.0 -1.1 -0.071
O -3.621 0.488 0.776 2.9 -0.6 -0.8 -0.379
O 0.936 1.560 2.004 0.2 0.8 0.6 -0.736
O 2.017 -0.362 1.584 1.5 -1.1 0.6 -0.751
N -2.614 -0.111 0.440 0.5 1.4 0.9 0.198
N -1.152 0.727 0.581 -4.9 -0.1 -0.3 -0.476
C 1.134 0.469 1.481 -1.2 -0.1 -1.8 0.791
C 0.560 0.154 -1.101 -0.4 3.7 0.9 -0.551
C 0.039 0.037 0.359 0.4 -1.7 0.8 -0.228
H 2.616 -0.870 -0.389 -0.1 0.3 0.5 0.181
H -0.256 -1.004 0.671 0.7 0.5 -0.9 0.226
H -2.727 2.411 0.863 2.1 -0.5 -0.2 0.095
H 0.766 1.339 -1.275 -0.2 -2.6 0.4 0.203
H -0.204 -0.076 -1.833 -0.4 -0.2 0.1 0.220